Density functional theory data (ωB97M-V with the def2-TZVPD basis set) for a structure of composition C16H11N3O4Tb in a non-equilibrium geometry.

Structure (XYZ):
```
35
C16H11N3O4Tb, DFT ωB97M-V with the def2-TZVPD basis set
H -1.719 0.400 0.532
C 0.206 1.610 -1.196
H 2.038 0.056 5.318
N -0.742 -1.006 -0.778
H 1.197 -2.477 1.428
C 1.076 -0.326 3.396
O 3.626 0.336 -3.027
C 0.530 -1.837 0.863
H 0.590 -2.573 -1.274
C 0.013 1.257 6.625
C 0.080 -1.626 -4.877
N -0.003 1.585 7.751
O 0.072 3.190 -4.424
C -2.353 0.280 -3.091
H 1.000 -2.158 -4.620
N -0.218 -0.782 1.378
O -3.495 0.323 -3.039
H 0.977 0.133 -5.752
C 0.078 -0.393 -5.437
C -0.997 -0.341 0.383
C -1.164 0.569 3.148
Tb 0.021 -0.263 -2.776
H 1.960 -0.785 2.948
C 1.129 0.185 4.716
H -1.968 1.612 4.876
C 0.220 -1.950 -0.454
C 2.478 0.222 -2.988
C 0.061 2.148 -3.950
H -0.821 0.131 -5.754
C -0.114 -0.207 2.648
C 0.009 0.834 5.258
C -1.118 1.062 4.461
H -0.837 -2.162 -4.619
O 0.219 2.191 -0.196
H -2.030 0.762 2.523
```

Calculated values
Expectation value of S²   12.675
Total charge   +3
Multiplicity   7
HOMO level (spin up / spin down)   -16.992 / -16.996 eV



Density functional theory data (ωB97M-V with the def2-TZVPD basis set) for a structure of composition C36H47N6O5SSr in a non-equilibrium geometry.

Structure (XYZ):
```
96
C36H47N6O5SSr, DFT ωB97M-V with the def2-TZVPD basis set
C -3.133 1.031 -3.596
C -4.200 1.502 -1.330
C 4.007 -2.773 -1.564
C 2.928 -0.392 -0.834
H -0.736 2.685 2.610
H -3.872 2.390 -0.826
C 1.749 3.118 -0.294
C 0.355 -4.219 0.344
H -4.044 -2.188 -2.597
H -0.812 -6.837 -1.513
C -0.376 -4.979 -0.575
H -1.026 -2.939 5.712
H -1.785 3.954 3.176
H -2.979 1.451 -4.619
C -0.470 3.869 0.018
H 5.170 -2.705 0.277
C -4.267 1.738 -2.847
H 1.160 4.283 -2.468
C -1.230 4.279 1.128
H 1.508 5.334 -0.315
H -3.013 5.288 1.673
H 4.437 2.883 -0.010
N 1.004 -8.382 0.028
C -4.007 -1.091 -2.628
H -0.104 4.354 2.866
N -0.889 -0.130 5.360
H -3.881 -0.628 -4.789
H -5.234 1.180 -0.913
O -0.495 -2.172 -0.609
H 4.140 0.569 1.409
C -2.699 5.442 -0.410
C 3.882 -1.022 0.054
H 0.191 2.813 -2.495
O 0.386 -9.041 -0.829
C -1.170 1.181 5.928
C 2.630 1.946 -0.547
Sr -0.085 0.205 0.515
H -1.080 -4.484 -1.147
H 3.103 4.633 -1.109
H -2.428 -1.346 -1.130
N -3.236 -0.749 -1.369
C -0.729 4.354 -1.259
O 1.833 -8.839 0.821
C 2.556 -0.929 -2.082
H 1.440 -0.920 -3.843
H -1.308 -0.901 5.843
H -2.256 1.200 -2.992
H 4.730 1.397 -1.027
H 5.073 -0.818 1.899
H 2.961 -2.589 -3.329
C 4.432 -2.202 -0.326
H -2.382 -1.010 -3.856
C -2.361 5.082 0.878
H 4.150 2.865 -1.817
H 2.809 4.643 0.653
C 2.342 4.549 -0.298
H 4.355 -3.695 -1.921
H -0.396 -3.829 4.350
H 2.047 -6.775 1.756
H 3.352 -0.826 2.090
C -3.172 0.485 -0.891
C -3.337 -0.488 -3.811
H 1.764 -4.187 1.937
H -2.262 1.342 5.789
H -0.334 4.263 -3.343
H 2.306 0.577 -3.653
H -0.656 1.929 5.336
C -0.199 -6.340 -0.750
C 1.750 -0.198 -3.119
C 4.067 2.284 -0.845
C -0.961 3.770 2.478
C 0.061 -2.702 0.335
C 1.441 -6.214 1.070
H -4.027 2.817 -3.030
H -1.725 -2.687 4.191
N 0.566 2.841 0.092
H -5.270 1.535 -3.198
C -1.816 5.215 -1.446
H -0.849 1.326 6.972
H -3.678 5.866 -0.646
S 0.816 0.690 3.486
H -5.002 -0.680 -2.430
C 4.134 -0.494 1.428
C 1.227 -4.847 1.218
H 0.812 0.304 -2.739
O 0.428 -1.984 1.337
C 0.033 -0.500 4.460
C 0.122 3.937 -2.417
N 0.190 -1.840 4.219
O -2.337 0.799 -0.040
N 2.195 0.755 -0.459
C -0.774 -2.866 4.617
H -2.058 5.514 -2.448
C 3.135 -2.127 -2.386
C 0.744 -6.913 0.064
H 0.618 -1.986 3.350
```

Calculated values
ΔE to the lowest compared entry with this formula, charge and spin   0.9 kJ/mol
Total charge   +1
HOMO level   -10.919 eV



Density functional theory data (ωB97M-V with the def2-TZVPD basis set) for the molecule S2 in a non-equilibrium geometry.

Structure (XYZ):
```
2
S2, DFT ωB97M-V with the def2-TZVPD basis set
S -1.129 -0.183 -0.061
S 1.129 0.183 0.061
```

Calculated values
ΔE to the lowest compared entry with this formula, charge and spin   154.4 kJ/mol
HOMO level   -9.275 eV



Density functional theory data (ωB97M-V with the def2-TZVPD basis set) for a cluster of 2 separate species, C3HCl3O in total in a non-equilibrium geometry.

Structure (XYZ):
```
8
C3HCl3O, DFT ωB97M-V with the def2-TZVPD basis set
Cl 1.954 -1.113 1.078
O 1.170 3.257 -2.074
C 1.330 2.413 -2.789
Cl -0.387 0.200 -2.230
Cl 2.299 -0.676 -1.860
H -0.277 -0.076 0.580
C 0.699 -0.476 0.108
C 0.876 -0.221 -1.151
```

Calculated values
ΔE to the lowest compared entry with this formula, charge and spin   94.2 kJ/mol
HOMO level   -9.579 eV



Density functional theory data (ωB97M-V with the def2-TZVPD basis set) for a cluster of 5 separate species, C19H41IO12Si in total in a non-equilibrium geometry.

Structure (XYZ):
```
74
C19H41IO12Si, DFT ωB97M-V with the def2-TZVPD basis set
H 1.749 -6.136 -1.998
H -3.731 -4.952 -1.351
O -2.632 -7.753 0.976
O 0.261 -2.457 -2.175
O 5.364 8.871 0.582
O -5.869 -1.657 -4.408
H -0.577 -5.898 -1.154
H -8.460 -0.708 -2.462
H -0.208 4.869 4.339
C 4.800 8.166 2.857
C -2.544 -6.686 0.185
H 1.132 2.794 1.205
C 0.566 4.095 4.359
C 6.400 9.689 0.734
H -7.273 -2.736 -3.342
C -1.649 -8.780 0.734
C 7.397 11.583 -0.174
C 1.260 3.996 2.990
C 1.477 -5.263 -1.403
H -0.978 0.082 0.204
C -0.228 -2.735 -1.109
H 8.346 11.058 -0.269
C -7.178 -1.758 -3.810
C -7.433 -0.643 -2.822
H -4.424 -4.100 0.051
H 6.314 7.320 1.566
H 4.697 7.282 3.484
C -3.575 -4.668 -0.313
H -7.298 0.327 -3.301
C 5.319 7.758 1.500
C -0.013 -5.039 -1.508
H 3.818 8.632 2.765
C -0.489 -0.486 -0.581
Si 1.910 1.074 2.751
H 1.679 0.120 1.644
H 0.569 -0.237 -0.629
H -1.757 -2.326 -4.361
O -1.777 -6.553 -0.738
H 3.367 1.235 2.932
H -2.663 -4.081 -0.229
H 2.028 -4.403 -1.778
H 1.760 -5.453 -0.367
C -2.598 -2.566 -3.721
O -3.497 -5.830 0.526
H 1.231 4.331 5.191
H -2.411 -2.219 -2.706
C -4.867 -2.092 -3.651
H 0.939 4.801 2.328
O 6.308 10.653 -0.181
H 1.329 0.496 3.983
H -0.419 -8.242 2.412
H -0.952 -0.286 -1.546
H -7.850 -1.700 -4.664
H -1.569 -8.941 -0.340
O -0.457 -3.960 -0.649
H -2.086 -9.662 1.198
H 4.650 7.052 1.014
H -2.794 -3.637 -3.709
O -3.724 -1.883 -4.295
H 7.219 12.227 -1.028
H 0.373 -9.273 1.215
C 1.016 2.662 2.289
C -0.311 -8.434 1.345
H 0.088 3.143 4.609
O -4.964 -2.594 -2.559
H 7.401 12.157 0.751
H -0.048 2.427 2.459
H -0.315 -4.816 -2.531
O -0.664 -1.857 -0.208
H 0.119 -7.559 0.860
O 7.322 9.538 1.494
H -6.762 -0.723 -1.969
I 3.351 4.479 3.164
H 5.482 8.863 3.343
```

Calculated values
Structure (SMILES)   C[C@@H](I)C[SiH3].CCOC(=O)OC.CCOC(=O)OC.CCOC(=O)OC.CCOC(=O)OC
HOMO level   -9.494 eV



Density functional theory data (ωB97M-V with the def2-TZVPD basis set) for a structure of composition C5H5CeCl2NO4Y in a non-equilibrium geometry.

Structure (XYZ):
```
19
C5H5CeCl2NO4Y, DFT ωB97M-V with the def2-TZVPD basis set
O 0.818 -0.339 -5.615
H 1.088 3.340 2.083
O 0.511 1.258 0.911
C -0.245 1.815 1.872
C -1.190 -1.842 0.971
C 1.357 -3.371 -3.466
H -1.977 1.761 3.048
O -1.801 -2.541 1.662
C 1.004 -0.768 -4.550
Cl 1.270 0.887 -1.786
Y 1.386 -1.458 -2.608
H -1.302 0.155 2.706
H -2.202 1.066 1.418
O 1.375 -4.448 -3.905
N 0.225 2.944 2.407
C -1.501 1.166 2.286
Cl 1.715 -2.486 -0.333
H -0.298 3.372 3.120
Ce -0.234 -0.511 -0.224
```

Calculated values
Expectation value of S²   0.752
Total charge   +4
Multiplicity   2
HOMO level (spin up / spin down)   -25.039 / -25.048 eV



| no. | energy (hartree) |
| --- | --- |
| 1 | -1904.821389 |
| 2 | -2533.521474 |
| 3 | -796.262165 |
| 4 | -1570.683086 |
| 5 | -2238.615507 |
| 6 | -1981.237385 |